The following is a DFT calculation (the ωB97M-V functional and the def2-TZVPD basis) of a molecular structure, C7H18BrHfI2OP2 in a non-equilibrium geometry.

## Properties
energy relative to the best compared isomer or geometry (same formula, charge and spin): 133.48 kJ/mol
molar mass: 692.37 g/mol
2S+1: 1
frontier orbital gap: 4.27 eV
total charge: +3
highest occupied orbital energy: -18.31 eV

Cartesian coordinates (Å):
I 0.313 -0.725 -4.542
I -0.356 1.825 -3.725
Hf 0.003 -0.197 0.374
P -2.591 -0.148 0.122
C -3.452 1.390 0.583
C -3.091 -0.664 -1.518
H -4.168 -0.846 -1.498
H -4.290 -1.552 1.192
H -2.568 -1.586 -1.775
H -2.740 -2.377 1.150
H -3.136 2.173 -0.124
H -2.754 0.075 -2.252
C -3.210 -1.400 1.286
H -4.544 1.219 0.552
H -2.974 -1.141 2.321
H -3.124 1.705 1.590
P 2.595 -0.059 0.134
C 3.403 1.508 0.600
C 3.254 -1.291 1.297
H 2.626 -1.491 -1.773
H 4.208 -0.702 -1.484
H 2.767 0.159 -2.244
C 3.125 -0.560 -1.502
H 2.817 -2.283 1.157
H 4.338 -1.406 1.202
H 4.500 1.375 0.572
H 3.058 1.812 1.605
H 3.007 -1.042 2.332
H 3.064 2.281 -0.109
C -0.035 1.829 0.641
O -0.055 2.958 0.993
Br 0.011 -0.838 2.843

Charges per atom according to natural (NBO) partitioning, unit e: atom 1 (I): 0.122, atom 2 (I): 0.085, atom 3 (Hf): 1.732, atom 4 (P): 0.782, atom 5 (C): -0.918, atom 6 (C): -0.943, atom 7 (H): 0.306, atom 8 (H): 0.311, atom 9 (H): 0.267, atom 10 (H): 0.272, atom 11 (H): 0.267, atom 12 (H): 0.281, atom 13 (C): -0.942, atom 14 (H): 0.303, atom 15 (H): 0.280, atom 16 (H): 0.274, atom 17 (P): 0.778, atom 18 (C): -0.918, atom 19 (C): -0.941, atom 20 (H): 0.267, atom 21 (H): 0.306, atom 22 (H): 0.280, atom 23 (C): -0.942, atom 24 (H): 0.271, atom 25 (H): 0.310, atom 26 (H): 0.303, atom 27 (H): 0.274, atom 28 (H): 0.280, atom 29 (H): 0.268, atom 30 (C): 0.295, atom 31 (O): -0.189, atom 32 (Br): -0.123